Below is a structure of composition C36H45N9 in a non-equilibrium geometry, with properties calculated with ωB97M-V/def2-TZVPD.

As for the total energy: -51447.9276 eV. The HOMO energy is -7.1 eV.

XYZ file:
```
90
Properties=species:S:1:pos:R:3:mulliken_charge:R:1
N -7.107 -51.304 -6.063 -0.17
C -7.599 -52.509 -6.434 -1.12
C -6.894 -53.510 -5.814 -0.98
C -5.999 -52.855 -4.985 0.95
C -6.103 -51.491 -5.118 -0.34
H -7.434 -50.409 -6.399 0.31
H -8.484 -52.639 -7.039 0.35
H -7.145 -54.534 -6.050 0.67
H -5.278 -53.312 -4.324 -0.10
H -5.469 -50.742 -4.666 0.84
N -5.241 -51.379 -1.523 -0.04
C -4.987 -51.755 -2.802 -0.72
C -4.343 -50.810 -3.512 1.86
C -4.308 -49.709 -2.652 -1.70
C -4.831 -50.113 -1.427 -1.09
H -5.760 -51.975 -0.895 0.27
H -5.267 -52.762 -3.073 0.05
H -4.082 -50.816 -4.560 -0.32
H -3.852 -48.752 -2.856 0.45
H -4.886 -49.658 -0.449 0.42
N -2.930 -52.434 -4.197 0.48
C -1.716 -51.887 -4.064 -1.58
C -1.321 -51.321 -5.234 1.03
C -2.380 -51.527 -6.084 3.43
C -3.432 -52.126 -5.423 -1.42
H -3.446 -52.918 -3.477 0.75
H -1.216 -51.985 -3.112 0.31
H -0.394 -50.798 -5.420 -1.19
H -2.414 -51.282 -7.135 -3.11
H -4.416 -52.482 -5.687 -1.19
N 0.504 -51.441 -9.513 -0.03
C 0.577 -50.633 -8.419 -0.90
C -0.377 -51.063 -7.567 1.52
C -0.939 -52.243 -8.042 -0.31
C -0.374 -52.479 -9.278 -1.13
H 1.095 -51.400 -10.331 0.25
H 1.286 -49.822 -8.341 0.61
H -0.552 -50.708 -6.562 0.12
H -1.729 -52.821 -7.586 0.94
H -0.574 -53.246 -10.012 0.48
N -5.288 -53.676 -7.923 -0.22
C -6.204 -54.539 -8.410 -0.11
C -6.022 -55.673 -7.676 -1.41
C -4.781 -55.604 -6.987 -0.47
C -4.394 -54.319 -7.110 0.03
H -5.199 -52.704 -8.183 0.43
H -6.947 -54.252 -9.140 0.44
H -6.636 -56.553 -7.795 0.45
H -4.371 -56.487 -6.519 0.47
H -3.484 -53.853 -6.762 -0.23
N -2.907 -47.999 -8.271 -0.13
C -3.795 -47.145 -7.665 -0.82
C -4.235 -47.701 -6.485 -1.34
C -3.535 -48.879 -6.249 1.38
C -2.769 -49.078 -7.405 0.53
H -2.399 -47.833 -9.128 0.23
H -4.022 -46.250 -8.226 0.45
H -4.849 -47.081 -5.849 0.45
H -3.546 -49.364 -5.284 0.22
H -2.187 -49.954 -7.651 -0.32
N 2.600 -49.995 -4.181 -0.13
C 1.448 -49.229 -4.379 -1.59
C 0.922 -49.596 -5.569 0.50
C 1.640 -50.727 -6.058 0.25
C 2.707 -50.950 -5.201 -1.43
H 3.214 -49.923 -3.382 0.34
H 1.193 -48.438 -3.689 0.41
H 0.121 -49.141 -6.133 0.87
H 1.367 -51.204 -6.988 0.56
H 3.498 -51.662 -5.012 0.47
N 0.488 -52.076 -1.699 0.05
C 1.568 -52.366 -0.884 -0.70
C 2.807 -52.268 -1.586 -1.00
C 2.419 -51.919 -2.903 -0.30
C 0.975 -51.735 -2.922 1.52
H -0.484 -51.935 -1.461 0.16
H 1.426 -52.732 0.122 0.41
H 3.805 -52.389 -1.190 0.42
H 3.250 -51.777 -3.579 0.48
H 0.250 -51.389 -3.644 -1.13
N -4.149 -51.906 -9.683 0.29
C -3.599 -51.821 -8.424 1.15
C -4.637 -51.688 -7.503 0.74
C -5.833 -51.519 -8.143 -0.40
C -5.505 -51.679 -9.492 -1.67
H -3.696 -52.080 -10.568 0.26
H -2.532 -51.948 -8.316 -0.27
H -4.561 -51.617 -6.428 -0.10
H -6.809 -51.285 -7.745 0.76
H -6.191 -51.768 -10.321 0.43
```